(1)
# C5H18N2O4

A cluster of 4 separate species, C5H18N2O4 in total in a non-equilibrium geometry (ωB97M-V with the def2-TZVPD basis set, the Open Molecules 2025 dataset).

Last column: natural (NBO) charge in e.
Positions of all 29 atoms, in Å:
O  0.936  1.788  2.284  -0.947
O  0.925  1.460  -2.517  -0.924
O  0.621  3.730  0.490  -0.956
O  -1.918  -1.504  -1.556  -0.635
N  -0.490  -0.608  -0.081  -0.656
N  -2.518  0.805  1.320  -0.807
C  1.879  -0.852  -0.423  -0.635
C  0.517  -1.485  -0.718  -0.067
C  -1.811  -0.761  -0.594  0.674
C  -2.892  0.042  0.152  -0.320
C  0.456  -2.955  -0.189  -0.616
H  -1.903  1.607  1.073  0.367
H  0.579  0.588  -2.737  0.467
H  0.197  -1.593  -1.770  0.231
H  -1.909  0.240  1.929  0.345
H  2.504  -0.788  -1.329  0.217
H  1.723  0.165  0.025  0.219
H  -0.377  -0.312  0.874  0.387
H  1.870  1.330  -2.678  0.460
H  -3.307  0.633  -0.672  0.231
H  -3.571  -0.771  0.431  0.217
H  0.911  2.492  2.991  0.486
H  0.515  2.802  0.806  0.483
H  1.388  -3.483  -0.528  0.206
H  1.552  3.667  0.137  0.461
H  -0.346  -3.467  -0.713  0.228
H  2.331  -1.233  0.472  0.207
H  1.760  1.434  2.638  0.475
H  0.377  -2.970  0.884  0.200

## Properties
- Molecular weight: 170.21 u
- Total charge: 0
- LUMO level: 0.02 eV
- SMILES string: CC(C)NC(=O)CN.O.O.O
- HOMO level: -9.13 eV
- Energy relative to the best compared isomer or geometry (same formula, charge and spin): 1.827 eV


(2)
# C5H9CuO5

A structure of composition C5H9CuO5 in a non-equilibrium geometry (ωB97M-V with the def2-TZVPD basis set, the Open Molecules 2025 dataset).

Last column: natural (NBO) charge in e.
Positions of all 20 atoms, in Å:
Cu  0.982  -0.844  2.924  0.835
O  0.605  -0.879  0.869  -1.003
O  -1.993  4.149  -1.724  -0.610
O  -1.497  0.088  -1.003  -0.668
O  -2.135  2.830  0.070  -0.499
O  -0.654  2.363  -1.472  -0.576
C  2.037  -2.836  0.473  -0.629
C  -1.390  1.785  0.682  -0.130
C  -1.533  3.245  -1.067  0.957
C  -0.667  1.030  -0.430  0.391
C  1.044  -1.818  -0.063  -0.056
H  -1.003  -0.424  -1.651  0.492
H  1.573  -3.429  1.277  0.193
H  -2.109  1.129  1.189  0.217
H  1.517  -1.315  -0.935  0.130
H  2.934  -2.329  0.864  0.196
H  -0.671  2.242  1.370  0.187
H  0.414  0.925  -0.559  0.226
H  2.361  -3.534  -0.313  0.214
H  0.186  -2.375  -0.500  0.134

## Properties
- Molecular weight: 212.67 u
- Total charge: 0
- LUMO level: -2.11 eV
- HOMO level: -9.16 eV
- Energy relative to the best compared isomer or geometry (same formula, charge and spin): 0.656 eV


(3)
# C34H80N2O14P2

A cluster of 11 separate species, C34H80N2O14P2 in total (ωB97M-V with the def2-TZVPD basis set, the Open Molecules 2025 dataset).

Last column: Mulliken charge in e.
Positions of all 132 atoms, in Å:
P  -0.791  3.624  4.317  -0.164
P  -1.988  0.158  5.280  0.758
O  -2.753  -1.106  4.681  -0.515
O  6.439  0.993  -5.231  -0.402
O  -1.300  -0.169  6.533  -0.709
O  -2.380  -4.074  1.467  -0.324
O  4.757  2.390  -7.606  -0.501
O  -3.102  1.281  5.396  -0.346
O  3.583  5.453  -5.603  -0.498
O  4.494  0.842  -2.015  -0.439
O  -8.735  1.249  0.621  -0.485
O  -2.410  3.683  3.990  -0.489
O  -0.684  -3.305  6.585  -0.490
O  3.389  -4.238  4.626  -0.561
O  3.605  -1.559  3.309  -0.377
O  2.443  -4.487  -1.314  -0.462
N  -0.459  -0.410  3.309  0.006
N  0.413  2.122  2.577  -0.096
C  -1.610  0.390  -1.457  -0.202
C  -2.698  -2.959  -2.063  -0.685
C  1.740  1.168  0.809  0.948
C  -5.032  -1.205  -3.207  0.142
C  -1.608  -2.179  -1.324  -1.314
C  1.695  -1.253  0.532  -0.406
C  3.867  -4.495  -1.299  -0.574
C  -2.168  1.654  -0.830  -0.171
C  -4.298  -2.303  -4.004  -1.182
C  2.133  0.027  0.148  -0.240
C  4.438  -0.860  4.231  -0.701
C  0.859  1.031  1.898  -0.625
C  0.415  -0.255  2.280  0.306
C  7.857  0.923  -5.271  -0.610
C  0.856  -1.387  1.600  -0.567
C  5.917  0.752  -2.027  -0.658
C  -6.249  -0.894  -0.981  -1.157
C  -1.617  -3.100  7.639  -0.572
C  5.476  3.624  -7.697  -0.290
C  -6.113  -1.723  -2.250  -0.729
C  2.162  5.354  -5.596  -0.598
C  -2.004  -5.408  1.810  -0.699
C  -0.727  3.264  6.127  -1.039
C  -0.420  1.973  3.578  -0.648
C  1.849  2.938  -1.023  -0.774
C  0.450  3.586  -1.037  -0.474
C  2.364  -4.014  5.594  -0.442
C  2.267  2.511  0.391  -1.654
C  -0.877  0.658  3.938  0.658
C  -1.935  2.939  -1.623  -1.544
C  -7.803  1.649  1.617  -0.426
C  -2.867  -2.562  -3.545  -0.626
C  -2.093  -0.858  -0.727  1.773
C  -0.519  3.139  -2.143  -0.685
H  3.354  2.454  0.444  0.493
H  0.614  4.654  -1.164  0.476
H  1.363  -4.038  5.158  0.165
H  2.815  0.131  -0.684  0.458
H  1.959  3.287  1.086  0.413
H  -1.647  3.612  6.590  0.286
H  -0.018  3.442  -0.063  0.198
H  -1.780  -0.764  0.314  0.089
H  -6.886  -1.393  -0.253  0.386
H  6.489  3.436  -7.347  0.140
H  -0.923  -5.552  1.742  0.287
H  -2.489  -6.064  1.090  0.243
H  0.100  3.863  6.500  0.400
H  4.270  -5.348  -1.851  0.311
H  -2.473  -3.370  -4.160  0.440
H  -0.570  3.926  -2.895  0.385
H  -9.618  1.474  0.925  0.279
H  3.861  2.550  -7.911  0.277
H  -2.762  4.514  4.323  0.306
H  2.153  -4.417  -2.227  0.275
H  -6.815  1.382  1.250  0.068
H  4.212  0.905  -2.933  0.202
H  -1.798  1.765  0.193  0.005
H  -3.644  -2.856  -1.534  0.230
H  -0.769  -2.562  5.978  0.279
H  6.112  1.062  -6.136  0.233
H  4.282  -3.574  -1.717  0.221
H  -6.671  0.089  -1.175  0.337
H  -2.330  -5.676  2.815  0.298
H  3.291  -3.527  3.980  0.337
H  -2.647  -3.085  7.270  0.220
H  2.576  3.661  -1.385  0.558
H  -1.218  -2.828  -0.545  0.521
H  -3.290  1.423  6.333  0.374
H  1.872  2.069  -1.676  0.377
H  1.830  4.315  -5.681  0.236
H  -2.638  2.953  -2.457  0.414
H  2.028  -2.126  -0.001  0.699
H  -1.959  -3.474  2.093  0.203
H  -4.254  -2.001  -5.048  0.343
H  -5.913  -2.759  -1.984  0.346
H  -4.300  -0.609  -2.659  -0.398
H  6.256  0.680  -0.996  0.367
H  -0.533  2.231  6.399  0.294
H  4.172  -4.576  -0.259  0.219
H  -5.276  -0.758  -0.508  0.151
H  5.013  4.385  -7.071  0.137
H  -7.975  1.132  2.565  0.269
H  4.501  0.202  3.979  0.247
H  -0.144  2.254  -2.655  0.371
H  2.717  -1.190  3.366  0.313
H  -1.503  -3.934  8.327  0.291
H  0.519  -2.356  1.936  0.658
H  8.204  0.043  -5.819  0.301
H  1.800  5.910  -6.456  0.316
H  8.293  1.817  -5.727  0.277
H  -2.259  -1.680  -3.752  0.309
H  -7.068  -1.692  -2.772  0.430
H  -0.519  0.393  -1.401  0.205
H  4.076  -0.962  5.257  0.269
H  -3.249  1.521  -0.737  0.380
H  5.520  3.974  -8.732  0.285
H  2.438  -4.807  6.334  0.318
H  -5.505  -0.536  -3.923  0.598
H  -3.182  -0.861  -0.730  -1.507
H  -3.244  -0.897  3.874  0.280
H  -2.183  3.785  -0.982  0.413
H  8.207  0.853  -4.243  0.213
H  6.348  1.641  -2.491  0.216
H  3.915  4.966  -4.843  0.270
H  -4.865  -3.231  -3.933  0.406
H  6.245  -0.132  -2.577  0.222
H  -1.416  -2.168  8.171  0.231
H  -0.795  -2.013  -2.033  0.556
H  -1.899  0.343  -2.509  0.338
H  2.503  -3.053  6.099  0.179
H  1.732  5.788  -4.691  0.248
H  -7.832  2.728  1.790  0.309
H  -2.435  -4.015  -2.030  0.482
H  5.428  -1.301  4.163  0.285

## Properties
- Molecular weight: 802.96 u
- Total charge: 0
- LUMO level: -0.64 eV
- SMILES string: CCCCCCCCCCCCCCCc1cccc2nc(P(=O)(O)O)c(P(C)O)nc12.CO.CO.CO.CO.CO.CO.CO.CO.CO.CO
- HOMO level: -8.87 eV


(4)
# C14H16FN2O2

A cluster of 2 separate species, C14H16FN2O2 in total in a non-equilibrium geometry (ωB97M-V with the def2-TZVPD basis set, the Open Molecules 2025 dataset).

Last column: natural (NBO) charge in e.
Positions of all 35 atoms, in Å:
F  -6.594  -0.232  -0.808  -0.290
O  1.958  1.083  0.414  -0.717
O  4.728  -0.963  -0.476  -0.479
N  -0.554  0.627  -0.304  -0.609
N  2.218  -1.050  -0.160  -0.523
C  -4.828  0.923  -0.843  -0.253
C  -5.436  0.014  -0.291  0.354
C  -0.447  -0.913  -0.482  -0.071
C  -2.951  0.670  0.541  -0.049
C  -4.823  -0.999  0.365  -0.250
C  -3.595  -0.736  1.039  -0.202
C  -1.441  0.722  0.943  -0.302
C  0.719  -1.688  0.046  -0.239
C  2.749  0.071  0.060  0.621
C  4.782  1.234  0.129  -0.133
C  4.065  0.338  -0.113  0.131
C  6.047  -0.446  -0.470  0.160
C  6.197  0.748  -0.131  -0.298
C  -3.669  1.466  -0.401  -0.208
H  2.762  -1.919  -0.364  0.442
H  0.609  -2.769  0.033  0.279
H  4.527  2.210  0.227  0.255
H  -0.912  1.222  -1.043  0.447
H  6.796  -1.275  -0.606  0.226
H  -3.137  2.292  -0.682  0.214
H  7.048  1.227  -0.222  0.238
H  -1.183  0.218  1.817  0.243
H  0.454  -1.398  1.312  0.204
H  0.446  0.985  0.290  0.515
H  -0.036  -0.605  -1.933  0.156
H  -2.982  -1.563  1.617  0.234
H  -5.356  -1.939  0.876  0.255
H  -5.416  1.843  -1.243  0.247
H  -1.229  -1.291  -0.596  0.156
H  -1.515  1.894  1.458  0.243

## Properties
- Molecular weight: 263.29 u
- Total charge: +1
- LUMO level: -3.05 eV
- HOMO level: -12.12 eV


- HOMO level of number 1 (C5H18N2O4)?
  -9.13 eV


- What is the formula in the second record?
  C5H9CuO5


- Look up the HOMO level of the fourth one.
  -12.12 eV


- Which formula does entry 4 have?
  C14H16FN2O2